Entry 1:
The following is a DFT calculation (ωB97M-V/def2-TZVPD) of one molecule with the formula C11H15N3O.

Each line ends with the natural charge from an NBO analysis.
Geometry (Å):
1 C 2.1632 2.0520 1.5307  -0.23
2 C 1.2595 2.4243 2.5637  -0.20
3 C 1.7343 1.1993 0.4667  -0.21
4 C 0.0161 1.8769 2.5383  -0.22
5 C 0.3844 0.7326 0.5104  -0.24
6 C -0.4016 0.9550 1.6244  0.17
7 C 0.1460 -0.1854 -0.6495  0.62
8 C -1.5970 1.4787 -1.5548  -0.64
9 C -1.8806 -2.5889 -0.1719  -0.42
10 C 1.6598 -1.7720 0.2584  -0.28
11 C -0.4660 0.5406 -1.8941  -0.46
12 N -1.5584 0.2626 1.9072  -0.35
13 N -1.9743 -0.7368 1.3130  0.03
14 N -1.5711 -1.2119 0.1981  -0.30
15 O 1.0898 -1.1613 -0.9171  -0.53
16 H 3.2830 2.3291 1.5872  0.22
17 H 1.5340 3.0133 3.5027  0.23
18 H 2.4830 0.8704 -0.3084  0.23
19 H -0.5674 2.0401 3.4369  0.23
20 H -2.0963 2.0160 -2.3211  0.23
21 H -1.4330 2.3274 -0.8953  0.23
22 H -2.4018 0.8886 -0.8932  0.23
23 H -0.8791 -3.1596 -0.2034  0.19
24 H -2.6326 -3.0939 0.4845  0.22
25 H -2.1798 -2.6617 -1.1945  0.20
26 H 2.7688 -1.6792 0.2916  0.21
27 H 1.5285 -2.8600 0.2373  0.19
28 H 1.0255 -1.5491 1.1236  0.22
29 H 0.5076 1.0970 -2.2951  0.22
30 H -0.6887 -0.0903 -2.6617  0.22

Atoms 1-2, force components in eV/Å:
C 1.471 -0.320 -0.592
C 1.622 0.259 0.121

SMILES string: CC/C(OC)=C1/C=CC=C/C1=N/N=N/C
E_HOMO: -7.597 eV
Orbital gap: 8.165 eV
Lowest unoccupied orbital energy: 0.0209 hartree

=====

Entry 2:
The following is a DFT calculation (ωB97M-V/def2-TZVPD) of an isolated ion of composition C5H6N and charge +1.

Each line ends with the natural charge from an NBO analysis.
Geometry (Å):
1 C 1.1634 -1.0910 3.2549  -0.31
2 C 0.9022 -2.0961 3.9277  0.29
3 C 0.5999 -0.0778 2.5472  -0.10
4 C 0.3216 -0.2952 1.1023  0.24
5 C -0.2201 -0.0935 -1.2603  -0.44
6 N -0.0969 0.4240 0.0568  -0.37
7 H 0.3236 0.8502 3.0326  0.26
8 H 0.5411 -1.3269 0.8256  0.23
9 H 0.5656 0.3083 -1.9098  0.26
10 H -0.1507 -1.1801 -1.2605  0.24
11 H -1.1756 0.2141 -1.6907  0.26
12 H -0.3292 1.4105 0.1954  0.44

Atoms 1-2, force components in eV/Å:
C -0.442 4.808 -3.622
C -0.590 -3.658 2.435

E_HOMO (alpha / beta): -15.021 / -15.022 eV
Charge: +1
Orbital gap (alpha / beta): 7.461 / 7.462 eV
Lowest unoccupied orbital energy (alpha / beta): -0.2778 / -0.2778 hartree

=====

Entry 3:
The following is a DFT calculation (ωB97M-V/def2-TZVPD) of a 2-piece molecular cluster, C3H7N overall.

Each line ends with the natural charge from an NBO analysis.
Geometry (Å):
1 C 1.5851 -0.0098 0.7985  -0.38
2 C 2.3552 -0.6515 -0.0692  -0.39
3 H 0.6325 -0.5547 1.0006  0.18
4 H 1.9960 0.7029 1.5107  0.20
5 H 1.9121 -1.4318 -0.7627  0.19
6 H 3.4376 -0.5500 -0.0312  0.19
7 C -2.5446 0.3539 -0.5726  0.02
8 N -1.3414 0.5071 -0.1593  -0.69
9 H -2.6364 -0.2666 -1.4804  0.13
10 H -3.4132 0.8079 -0.1123  0.16
11 H -0.9124 -0.4128 0.0500  0.37

Atoms 1-2, force components in eV/Å:
C -0.305 -1.884 0.615
C -0.106 -0.941 -0.548

SMILES string: C=C.C=N
E_HOMO: -8.882 eV
Orbital gap: 9.472 eV
Lowest unoccupied orbital energy: 0.0217 hartree

=====

Entry 4:
The following is a DFT calculation (ωB97M-V/def2-TZVPD) of C6H8O4 as an isolated structure.

Each line ends with the natural charge from an NBO analysis.
Geometry (Å):
1 O -1.1791 2.4986 -0.8597  -0.64
2 C -1.0763 2.7244 0.3787  0.77
3 O -1.8948 1.9843 1.0844  -0.59
4 C -0.5417 0.6269 1.4349  0.47
5 O 0.6001 0.4909 0.5746  -0.48
6 C 1.3276 1.7055 0.8290  0.09
7 C 1.5970 1.5222 2.3293  -0.42
8 C 0.0694 1.6874 2.3864  -0.28
9 C 0.2034 2.7160 1.2022  -0.33
10 H -0.7559 -0.3201 1.9423  0.22
11 H 2.0780 1.8796 0.0545  0.22
12 H 2.0177 0.5624 2.6546  0.22
13 H 2.1265 2.3717 2.7746  0.22
14 H -0.4556 1.8852 3.3250  0.24
15 H 0.5338 3.7162 1.4887  0.25
16 O -1.6068 -0.2446 -0.2719  -1.01
17 H -1.5061 0.8495 -0.9442  0.56
18 H -1.2777 -1.1018 -0.5549  0.48

Atoms 1-2, force components in eV/Å:
O 1.070 2.241 0.497
C -0.002 -6.154 -1.765

E_HOMO: -9.847 eV
Orbital gap: 9.372 eV
Lowest unoccupied orbital energy: -0.0175 hartree

=====

Energy relative to the best compared isomer or geometry (same formula, charge and spin) readings, ordered: 594.97, 592.16, 315.75, 676.19 kJ/mol